14
Properties=species:S:1:pos:R:3 method="wB97M-V/def2-TZVPD" molar_mass_g_mol=138.1 gap_ev=8.04 homo_ev=-7.46 max_force_ev_per_a=3.0
C 0.715 -1.316 -0.442
C -1.003 0.857 0.626
N 1.891 -1.722 0.141
N -1.889 1.344 -0.279
O -2.799 -0.992 -0.671
O -0.374 -1.883 -0.030
O 0.217 0.574 0.292
S -1.906 -1.382 0.521
H 0.851 -1.014 -1.561
H -1.295 0.971 1.724
H 1.587 -1.915 1.124
H 2.829 -1.331 -0.038
H -2.028 1.006 -1.257
H -2.841 1.541 0.014

8
Properties=species:S:1:pos:R:3 method="wB97M-V/def2-TZVPD" smiles="O=CNC=O" molar_mass_g_mol=73.1 gap_ev=10.49 homo_ev=-10.04 max_force_ev_per_a=3.2
O -1.460 -1.341 -0.060
C -1.232 -0.156 0.015
N 0.009 0.454 -0.094
C 1.225 -0.168 0.016
O 1.401 -1.376 -0.013
H -2.063 0.572 0.253
H 0.074 1.494 -0.108
H 2.046 0.520 -0.009

54
Properties=species:S:1:pos:R:3 method="wB97M-V/def2-TZVPD" molar_mass_g_mol=605.7 gap_ev="5.02 / 6.14" total_charge=+2 homo_ev="-12.40 / -14.86" multiplicity=6 max_force_ev_per_a=5.3
Ir -0.110 0.479 0.408
C -3.968 1.422 -1.143
C -2.736 0.720 -0.755
N -1.805 1.450 -0.149
C -2.258 2.477 0.831
C -2.088 1.930 2.244
N -0.652 1.440 2.282
C 0.258 2.546 2.790
C 1.110 3.121 1.680
N 1.404 2.017 0.640
C 2.794 1.344 0.835
C 2.653 -0.005 1.574
N 1.408 -0.709 1.054
C 1.423 -1.931 0.681
C 2.132 -3.131 1.203
C -0.649 -2.122 -0.790
C -1.368 -3.152 -1.384
C -2.725 -2.917 -1.638
C -3.294 -1.634 -1.436
C -2.453 -0.652 -0.960
N -1.154 -0.958 -0.459
H -3.754 2.404 -1.563
H -4.600 1.502 -0.232
H -4.583 0.838 -1.891
H -3.285 2.819 0.677
H -1.630 3.388 0.678
H -2.770 1.080 2.513
H -2.216 2.785 2.904
H -0.631 0.694 3.024
H 0.833 2.117 3.653
H -0.396 3.355 3.138
H 2.039 3.508 2.090
H 0.633 3.925 1.141
H 1.491 2.482 -0.294
H 3.463 2.057 1.359
H 3.227 1.223 -0.183
H 2.502 0.194 2.649
H 3.570 -0.609 1.449
H 2.780 -2.869 2.037
H 2.655 -3.709 0.420
H 1.319 -3.812 1.559
H -0.906 -4.133 -1.492
H -3.347 -3.693 -2.070
H -4.346 -1.453 -1.635
O 3.042 -2.454 -4.932
C 2.653 -2.061 -3.821
C 2.154 -2.872 -2.618
O 2.111 -4.081 -2.508
C 1.536 -1.927 -1.784
C 1.579 -0.539 -2.152
O 0.911 0.470 -1.636
C 2.419 -0.518 -3.387
O 2.848 0.506 -3.981
O 0.776 -2.351 -0.619

29
Properties=species:S:1:pos:R:3 method="wB97M-V/def2-TZVPD" smiles=CC1(C)Sc2ccccc2[C@@]1(C)[NH3+] molar_mass_g_mol=194.3 gap_ev=8.80 total_charge=+1 homo_ev=-11.91 max_force_ev_per_a=4.8
C -2.492 -1.341 -0.961
C -1.286 -1.083 -0.094
C -1.519 -1.465 1.372
S 0.176 -1.925 -0.887
C 1.380 -0.775 -0.347
C 2.723 -1.120 -0.303
C 3.566 -0.260 0.330
C 3.160 0.960 0.727
C 1.806 1.286 0.655
C 0.800 0.398 0.122
C -0.602 0.636 -0.176
C -1.256 1.728 0.679
N -0.652 1.103 -1.588
H -2.245 -2.268 -1.451
H -2.608 -0.644 -1.829
H -3.423 -1.537 -0.424
H -0.449 -1.294 1.746
H -1.816 -2.497 1.458
H -2.294 -0.894 1.813
H 3.096 -2.022 -0.785
H 4.596 -0.540 0.444
H 3.890 1.595 1.264
H 1.484 2.227 1.149
H -0.651 2.668 0.562
H -1.144 1.522 1.748
H -2.298 1.986 0.500
H 0.224 1.609 -1.799
H -1.428 1.754 -1.822
H -0.737 0.196 -2.100

15
Properties=species:S:1:pos:R:3 method="wB97M-V/def2-TZVPD" smiles="CN(O)/C(=N/O)NO" molar_mass_g_mol=121.1 gap_ev=9.36 homo_ev=-8.93 max_force_ev_per_a=8.8
C -0.827 1.665 1.259
N -0.222 0.259 0.964
O -1.013 -0.749 1.659
C -0.163 -0.029 -0.327
N -0.257 1.009 -1.232
O 0.222 0.157 -2.329
N 0.600 -1.104 -0.678
O 1.376 -1.306 0.536
H -2.056 1.453 1.145
H -0.362 2.357 0.363
H -0.682 1.774 2.280
H -0.100 -1.244 2.068
H 0.592 0.964 -2.974
H 1.201 -0.729 -1.573
H 1.825 -0.356 0.798

45
Properties=species:S:1:pos:R:3 method="wB97M-V/def2-TZVPD" smiles=c1ccncc1.c1ccncc1.c1ccncc1.CC#N.CC#N molar_mass_g_mol=319.4 gap_ev=10.00 homo_ev=-9.38 max_force_ev_per_a=2.9
C -8.189 3.300 -10.938
C -8.480 2.536 -12.064
C -9.793 2.238 -12.309
N -10.765 2.516 -11.431
C -10.436 3.033 -10.281
C -9.163 3.489 -9.953
H -7.132 3.722 -10.765
H -7.708 2.298 -12.748
H -10.049 1.697 -13.168
H -11.229 3.253 -9.572
H -8.970 3.981 -8.968
C -13.025 -1.551 -11.678
C -13.352 -2.786 -12.129
C -14.346 -2.911 -13.130
N -14.879 -1.926 -13.794
C -14.357 -0.717 -13.459
C -13.561 -0.488 -12.408
H -12.317 -1.333 -10.906
H -12.919 -3.543 -11.555
H -14.664 -3.831 -13.493
H -14.658 0.138 -14.089
H -13.280 0.563 -12.175
C -9.390 0.340 -6.913
C -10.665 0.967 -7.078
C -11.322 0.576 -8.241
N -10.860 -0.137 -9.237
C -9.684 -0.747 -9.016
C -8.921 -0.505 -7.913
H -8.863 0.411 -5.974
H -11.187 1.578 -6.354
H -12.305 0.956 -8.472
H -9.324 -1.340 -9.833
H -7.976 -0.937 -7.788
C -14.797 2.938 -6.505
C -13.807 3.660 -7.282
N -12.918 4.160 -7.813
H -14.728 1.870 -6.698
H -15.769 3.372 -6.598
H -14.592 3.052 -5.426
C -13.919 3.093 -10.574
C -15.073 2.821 -9.748
N -15.897 2.539 -9.034
H -13.110 2.382 -10.338
H -13.587 4.110 -10.360
H -14.208 3.093 -11.694

15
Properties=species:S:1:pos:R:3 method="wB97M-V/def2-TZVPD" smiles="[H]/N=C(/C=O)NN1CC1" molar_mass_g_mol=113.1 gap_ev=8.65 homo_ev=-8.51 max_force_ev_per_a=6.2
H -2.869 -1.787 -0.136
N -2.898 -0.739 -0.091
C -1.621 -0.263 0.040
C -1.637 1.227 -0.013
O -0.705 1.983 0.024
N -0.405 -0.757 0.231
N 0.781 -0.312 -0.392
C 2.046 -0.574 -0.022
C 1.604 0.836 0.070
H -2.599 1.528 -0.373
H -0.293 -1.816 0.262
H 2.702 -0.916 -0.949
H 2.375 -0.985 1.059
H 1.502 1.140 1.143
H 2.016 1.436 -0.853

109
Properties=species:S:1:pos:R:3 method="wB97M-V/def2-TZVPD" molar_mass_g_mol=710.8 gap_ev=9.44 homo_ev=-9.32 max_force_ev_per_a=10.8
C -0.124 -0.439 0.042
O -1.010 -1.272 0.050
N 0.899 -0.364 -0.776
N -0.172 0.599 0.820
H 1.172 0.608 -0.809
H 0.913 -0.831 -1.672
H -0.983 0.727 1.409
H 0.560 1.288 0.913
C 3.440 2.130 1.179
O 2.341 1.965 0.643
N 4.560 2.443 0.532
N 3.687 2.026 2.478
H 5.362 2.681 1.097
H 4.505 2.722 -0.437
H 3.019 1.598 3.103
H 4.632 2.213 2.782
C 1.295 -4.727 0.567
O 2.150 -5.409 0.056
N 0.605 -3.829 -0.071
N 0.892 -4.720 1.833
H 0.993 -3.716 -0.996
H -0.122 -3.219 0.273
H 0.265 -3.973 2.094
H 1.346 -5.449 2.364
C -4.591 -2.122 1.397
O -5.538 -2.814 1.641
N -3.435 -2.654 1.109
N -4.565 -0.819 1.204
H -3.496 -3.614 0.801
H -2.583 -2.115 1.057
H -3.747 -0.312 0.898
H -5.471 -0.376 1.272
C 0.556 4.362 3.696
O 1.122 5.495 3.524
N -0.238 4.131 4.763
N 0.607 3.326 2.918
H -1.014 3.484 4.749
H -0.242 4.824 5.498
H 0.878 3.382 1.946
H 0.155 2.471 3.208
C -3.624 1.085 -2.069
O -4.201 2.059 -2.474
N -3.155 0.980 -0.858
N -3.097 0.189 -2.870
H -2.390 0.330 -0.749
H -3.147 1.860 -0.362
H -2.649 -0.643 -2.514
H -3.336 0.155 -3.851
C 1.507 -3.434 -3.445
O 1.286 -2.531 -2.718
N 0.677 -4.252 -3.823
N 2.670 -3.813 -3.761
H 0.910 -5.107 -4.308
H -0.274 -4.214 -3.487
H 3.483 -3.314 -3.430
H 2.639 -4.660 -4.310
C 3.758 0.326 -4.800
O 3.429 1.350 -4.177
N 4.721 0.264 -5.659
N 3.156 -0.817 -4.738
H 4.979 -0.581 -6.149
H 5.195 1.156 -5.670
H 3.392 -1.556 -5.384
H 2.311 -0.752 -4.187
C 4.285 -1.360 3.898
C 2.807 -1.727 4.042
O 2.161 -0.564 3.661
H 4.604 -0.691 3.099
H 4.826 -2.286 3.705
H 4.602 -0.905 4.837
H 2.466 -1.865 5.068
H 2.425 -2.608 3.525
H 1.799 -0.648 2.777
C -1.482 3.890 -0.273
C -2.279 4.061 1.055
O -3.147 2.991 1.317
H -2.210 3.967 -1.080
H -1.016 2.905 -0.286
H -0.742 4.689 -0.215
H -2.857 4.979 1.161
H -1.623 4.254 1.904
H -3.941 3.325 1.741
C -0.207 3.257 -4.088
C 0.827 3.827 -3.035
O 2.021 4.383 -3.618
H -0.642 4.038 -4.711
H -1.028 2.874 -3.483
H 0.164 2.383 -4.624
H 1.303 3.037 -2.454
H 0.269 4.483 -2.367
H 2.586 3.618 -3.747
C -2.360 -3.128 -1.986
C -3.059 -4.361 -2.692
O -2.216 -5.296 -3.367
H -3.204 -2.491 -1.722
H -1.702 -2.627 -2.696
H -1.701 -3.454 -1.182
H -3.875 -4.187 -3.394
H -3.620 -4.932 -1.952
H -2.581 -6.134 -3.074
C -1.596 0.904 5.682
C -2.493 0.675 4.383
O -1.849 1.450 3.394
H -2.163 0.906 6.612
H -1.071 1.852 5.566
H -0.865 0.095 5.689
H -3.544 0.944 4.495
H -2.469 -0.372 4.080
H -2.464 2.067 2.990